1.
{"formula": "C30H60Br12Cl18", "method": "wB97M-V/def2-TZVPD", "species": ["Br", "Br", "Br", "Br", "Br", "Br", "Br", "Br", "Br", "Br", "Br", "Br", "Cl", "Cl", "Cl", "Cl", "Cl", "Cl", "Cl", "Cl", "Cl", "Cl", "Cl", "Cl", "Cl", "Cl", "Cl", "Cl", "Cl", "Cl", "C", "C", "C", "C", "C", "C", "C", "C", "C", "C", "C", "C", "C", "C", "C", "C", "C", "C", "C", "C", "C", "C", "C", "C", "C", "C", "C", "C", "C", "C", "H", "H", "H", "H", "H", "H", "H", "H", "H", "H", "H", "H", "H", "H", "H", "H", "H", "H", "H", "H", "H", "H", "H", "H", "H", "H", "H", "H", "H", "H", "H", "H", "H", "H", "H", "H", "H", "H", "H", "H", "H", "H", "H", "H", "H", "H", "H", "H", "H", "H", "H", "H", "H", "H", "H", "H", "H", "H", "H", "H"], "positions_angstrom": [[4.0470, 4.7065, 3.9031], [-3.3175, 3.7327, 1.8719], [-1.9866, 0.4840, 4.8354], [-4.7544, -0.8765, -6.7724], [2.7383, 1.3515, -1.0683], [-2.3718, 2.3685, -5.1697], [0.9536, 2.9883, 2.8123], [6.5436, 2.3752, -0.3479], [2.4798, -7.2945, 2.1876], [-1.8388, -1.3855, -3.0942], [-0.3594, 2.5150, -1.8010], [4.7078, -3.2854, 1.9332], [-1.5225, -1.1004, 0.5866], [1.8092, 5.9437, -4.4098], [-0.1144, -6.4049, -0.6307], [1.5611, 0.5113, 8.1965], [3.8297, -2.1262, -3.5482], [-4.5055, -1.5744, 3.1204], [5.1199, 5.3295, -0.8314], [1.9943, -0.9035, 4.1562], [-2.1464, -3.1473, 7.4027], [1.1513, -2.7796, -0.6999], [-4.3602, -3.2423, -0.0547], [2.6155, 0.3206, -5.3309], [-7.0631, -0.4103, -1.5032], [1.6306, 5.3826, -0.8879], [3.7782, 4.2184, -6.8283], [-2.1453, -6.6584, -3.4487], [-6.2946, 2.5148, -2.7598], [-0.6837, -4.7593, 3.6945], [1.6052, -0.8102, -4.4268], [2.7737, 2.4326, 2.6341], [2.1701, -0.0325, 5.6708], [-1.7037, 3.5848, -2.5941], [-2.5522, 2.1812, 4.1337], [3.6912, 3.5824, 2.3758], [-1.1490, -3.6106, 4.9710], [-6.5944, 2.1369, -1.0736], [4.2956, 1.8577, -2.0526], [-3.0412, 1.9933, 2.7068], [-1.5851, -5.5720, -1.0336], [-2.8523, 2.9583, -3.3680], [-1.6575, -4.3952, 6.1523], [1.1379, -1.7545, 0.7427], [1.3255, -0.5330, 6.7518], [2.7174, 6.7138, -0.4461], [2.2081, -2.1796, -4.2656], [-6.0723, 0.7930, -0.6878], [-3.9996, -0.8108, -4.9165], [-2.5374, -1.1512, -4.9747], [4.1065, 6.7624, -1.1755], [3.3951, -5.7244, 2.7262], [-4.2910, -3.8913, 1.5790], [3.8209, -4.9927, 1.5032], [-5.1110, -3.0905, 2.4864], [2.8768, 4.4575, -4.2097], [-1.7211, -5.2410, -2.4970], [2.9520, 3.5591, -5.4025], [0.1788, -0.6401, 0.7171], [5.6234, 1.2765, -1.6396], [-1.6780, -4.7073, -0.4171], [4.5819, 7.6570, -0.7342], [-6.0840, 2.9680, -0.4858], [-4.7397, -1.3767, -4.3297], [-4.0051, 1.4573, 2.7487], [-0.7612, -4.8728, -2.9743], [0.4777, -0.0295, -0.0805], [-2.1777, 4.0278, -1.7134], [2.7431, -5.0029, 3.2308], [-5.9977, -2.8071, 1.9169], [1.3911, -0.3735, -3.4747], [-1.9208, -0.3588, -5.3861], [-1.1150, 4.2829, -3.1897], [1.6529, -2.7536, -3.5255], [-5.0141, 0.6021, -1.0109], [-2.3430, -2.1162, -5.4278], [4.5485, -5.4550, 0.8245], [1.9842, 3.1379, -5.6941], [2.8829, 6.7252, 0.6717], [-3.6716, 3.6617, -3.5384], [3.2706, -0.0401, 5.9476], [0.2368, -0.5240, 6.4594], [-7.6828, 2.1602, -0.9939], [0.6157, -0.8375, -4.9396], [2.1101, -1.2778, 0.8345], [0.9940, -2.4317, 1.5674], [4.6875, 3.1802, 2.1462], [-3.4190, 2.3428, 4.8085], [4.1921, -6.0383, 3.3976], [-0.9707, -5.0393, 6.6839], [4.0479, 6.9033, -2.2406], [0.2714, -0.0543, 1.6389], [2.1081, 7.5184, -0.8259], [-0.3456, -2.9328, 5.1241], [4.3332, 2.9380, -1.9442], [-5.4006, -3.6721, 3.3667], [5.4460, 0.2769, -1.3034], [3.1251, 1.8271, 3.5143], [-1.7937, 2.8506, 4.2724], [-2.5226, -4.4886, -2.6568], [1.8589, 0.9672, 5.5282], [-4.5976, -4.9242, 1.6153], [3.8868, 4.9777, -4.0006], [-3.2617, -3.9002, 1.9157], [-6.1025, 0.5844, 0.3782], [4.0148, 1.5723, -3.0620], [-2.2889, 1.6193, 1.9961], [-2.5491, -5.0334, 5.9378], [1.5863, -1.5804, 7.0437], [3.3478, 4.2624, 1.6112], [6.2031, 1.3719, -2.5904], [-1.9428, -2.9724, 4.5595], [2.4688, 3.9355, -3.3701], [2.8909, 1.7374, 1.8013], [-4.1383, 0.2091, -4.6368], [2.9583, -4.7956, 0.9077], [-2.4862, -6.0664, -0.7392], [-3.2835, 2.1395, -2.8169], [2.3067, -2.7774, -5.1974], [3.5636, 2.6924, -5.0495]], "total_energy_ha": -40350.72736, "fmax_ha_per_bohr": 0.0690, "de_lowest_ev": 0.0000}


2.
{"formula": "C30H60Cl2IN5O4P", "method": "wB97M-V/def2-TZVPD", "species": ["I", "Cl", "Cl", "P", "O", "O", "O", "O", "N", "N", "N", "N", "N", "C", "C", "C", "C", "C", "C", "C", "C", "C", "C", "C", "C", "C", "C", "C", "C", "C", "C", "C", "C", "C", "C", "C", "C", "C", "C", "C", "C", "C", "C", "H", "H", "H", "H", "H", "H", "H", "H", "H", "H", "H", "H", "H", "H", "H", "H", "H", "H", "H", "H", "H", "H", "H", "H", "H", "H", "H", "H", "H", "H", "H", "H", "H", "H", "H", "H", "H", "H", "H", "H", "H", "H", "H", "H", "H", "H", "H", "H", "H", "H", "H", "H", "H", "H", "H", "H", "H", "H", "H", "H"], "positions_angstrom": [[6.3560, -4.5155, -3.0833], [5.8449, 0.8733, -2.9261], [2.0560, 2.1377, -4.2140], [0.6912, -1.6277, -1.9391], [0.3493, -0.0814, -2.3535], [1.9248, 0.4651, 2.8578], [-3.4200, 0.3179, 0.2184], [0.4358, -2.4047, -3.3115], [-4.1824, 0.7934, -0.7015], [2.5008, -1.3779, -1.9898], [0.9041, 0.5936, 3.6338], [2.5656, -0.2084, -0.0725], [3.0800, 0.9333, -2.0854], [3.3611, -4.1690, -3.4832], [-5.0152, 0.3511, -3.0319], [2.7451, -0.1320, -1.4079], [0.0447, -1.8851, 4.8786], [0.2766, 1.0409, 6.0160], [-6.3726, 0.8807, 0.4367], [-0.3820, 0.0987, 1.5800], [-3.4498, -1.1987, -1.9320], [-0.3306, -0.0900, 3.0896], [-4.5807, 2.5481, 0.9670], [-1.6205, 0.5319, 3.6554], [-0.2648, -1.5853, 3.4145], [-6.9154, -0.1566, -0.5435], [-4.6239, -0.2615, -1.6744], [3.3618, 2.2146, -1.4082], [4.7700, 0.0696, -5.2657], [2.1145, 3.0326, -1.0208], [4.5262, -3.4237, -2.8449], [-5.7401, 2.6991, -1.1923], [4.3620, -3.1023, -1.3660], [3.1363, 0.8878, -3.5345], [1.2655, 0.3507, 5.0677], [3.3199, -1.4502, 0.2802], [1.3053, -1.1556, 5.3336], [3.0959, -2.3319, -0.9737], [4.5562, 1.0716, -4.1395], [2.0893, 3.3776, 0.4763], [-5.7955, -1.0464, -1.0785], [-5.2232, 1.7140, -0.1350], [2.6347, 0.9663, 5.3291], [5.6858, 0.3119, -5.8002], [-3.1472, -1.7317, -1.0328], [3.0122, -1.8725, 1.2312], [-0.8027, -1.6144, 5.5128], [4.9056, -0.9314, -4.8544], [0.5858, -1.8978, -4.1204], [-6.0602, 0.6445, -3.0850], [-6.0214, 0.3685, 1.3379], [1.2295, 2.4574, -1.2939], [-4.2690, 1.9380, 1.8113], [-3.7099, 3.0873, 0.5913], [-0.6988, 0.5659, 6.0552], [2.6421, 2.0257, 5.0706], [-2.5952, -0.6382, -2.3209], [0.4595, -0.3743, 1.0845], [1.4694, -1.3094, 6.4019], [-5.4215, -1.6740, -0.2633], [3.4200, 0.4694, 4.7647], [2.7252, -0.0542, -3.8737], [5.2251, -2.5014, -1.0651], [-0.3944, 1.1580, 1.3213], [-0.4739, 0.1900, -1.9142], [2.0984, 3.9423, -1.6176], [-1.2175, -2.0354, 3.1264], [-5.3097, 3.2757, 1.3229], [2.6216, -3.4509, -3.8292], [-4.9100, 3.1913, -1.7007], [4.7000, -2.4920, -3.3789], [-7.4438, 0.3336, -1.3649], [4.0003, 2.7702, -2.0897], [-1.5020, 1.6040, 3.8142], [0.5059, -2.0483, 2.7875], [1.5000, 2.6588, 1.0397], [-4.4007, 1.2216, -3.2625], [2.1719, -1.5819, 4.8174], [0.6829, 1.0127, 7.0264], [4.6267, 2.0733, -4.5553], [3.6924, -4.7142, -4.3646], [2.8517, 0.5757, 0.5064], [-2.4290, 0.3917, 2.9378], [-1.9419, 0.0785, 4.5904], [-1.2999, -0.3445, 1.1938], [3.9193, 0.0705, -5.9471], [-4.8568, -0.3837, -3.8205], [3.9736, 2.0080, -0.5301], [-6.3805, 2.2451, -1.9418], [-6.1801, -1.7217, -1.8463], [-3.7451, -1.9326, -2.6809], [2.8640, 0.8690, 6.3898], [1.6401, 4.3563, 0.6342], [-6.3324, 3.4667, -0.6958], [2.3081, -3.0599, -0.7576], [3.0935, 3.3971, 0.9023], [-7.1665, 1.5614, 0.7502], [4.4045, -4.0160, -0.7700], [4.3711, -1.1587, 0.3189], [0.1847, -2.9598, 5.0049], [-7.6550, -0.7780, -0.0372], [0.1397, 2.0862, 5.7373], [2.8977, -4.8752, -2.7944]], "charge": 1, "spin_multiplicity": 3, "s2": 2.008, "total_energy_ha": -3313.02036, "fmax_ha_per_bohr": 0.0310}


3.
{"formula": "C30H60ErP2Si2", "method": "wB97M-V/def2-TZVPD", "species": ["Er", "P", "P", "Si", "Si", "C", "C", "C", "C", "C", "C", "C", "C", "C", "C", "C", "C", "C", "C", "C", "C", "C", "C", "C", "C", "C", "C", "C", "C", "C", "C", "C", "C", "C", "C", "H", "H", "H", "H", "H", "H", "H", "H", "H", "H", "H", "H", "H", "H", "H", "H", "H", "H", "H", "H", "H", "H", "H", "H", "H", "H", "H", "H", "H", "H", "H", "H", "H", "H", "H", "H", "H", "H", "H", "H", "H", "H", "H", "H", "H", "H", "H", "H", "H", "H", "H", "H", "H", "H", "H", "H", "H", "H", "H", "H"], "positions_angstrom": [[0.9969, -1.6040, 0.0075], [-6.2915, 1.2020, -0.3300], [-5.9141, -0.2412, 2.3449], [0.5463, -2.0446, -3.8518], [0.3845, -4.0204, -1.3023], [1.6206, 0.2180, 1.8212], [-6.8996, 2.8355, 0.1407], [-6.7226, 1.1374, 3.2840], [-2.9085, -0.4373, 1.1907], [-3.8707, -0.3626, -1.1452], [0.0846, -2.3711, -2.0767], [0.5132, 2.4667, 1.2688], [-0.5186, -5.4793, -2.0081], [0.5398, -0.2004, -4.2085], [-0.7295, -2.8650, -4.9730], [3.6272, -0.6964, -1.2119], [0.9970, 0.0345, 3.1540], [2.6965, -0.5321, 1.2401], [-2.3916, 1.6311, -1.7397], [2.8451, -0.0667, -0.1283], [-0.1677, -3.6725, 0.5316], [2.0092, 2.0458, -1.3925], [1.2856, 1.2576, 0.9189], [-6.9230, -1.5735, 3.1313], [-3.3994, -1.2434, 0.0399], [2.2116, -4.4634, -1.2098], [3.1695, -1.8594, 1.6909], [-6.9317, 0.8525, -1.9736], [-2.6188, 2.5891, -0.6067], [-2.7630, 0.8876, 1.3727], [2.2590, -2.6966, -4.2776], [-6.9844, -0.0535, 0.7870], [1.9867, 1.0612, -0.2871], [-2.8376, 0.3846, -1.9272], [-3.3467, 2.0262, 0.6286], [2.9395, -3.6575, -1.0246], [-0.4400, 0.2592, -4.0332], [-2.2070, 1.1505, 2.2843], [2.9358, -2.0147, 2.7470], [2.4292, -2.5874, -5.3584], [-6.6645, 3.1017, 1.1766], [-1.0179, -2.1893, -2.1101], [-0.0853, -5.7890, -2.9713], [-4.3838, -1.0312, -1.8549], [-1.7507, -2.6591, -4.6223], [4.2548, -1.8582, 1.5330], [2.7772, -2.7654, 1.1368], [-4.6572, 0.3458, -0.7102], [-6.7751, -2.5039, 2.5706], [-6.3806, 1.4574, -2.7054], [-3.2218, 3.4123, -1.0412], [1.0097, 2.4915, -1.5090], [-6.7904, -0.2081, -2.2201], [1.0282, 3.0341, 2.0620], [-4.4268, 1.8788, 0.3675], [-7.8132, 1.1019, 3.1321], [2.5118, -4.9503, -2.1481], [-0.6529, -2.4738, -5.9997], [-6.4967, 0.9852, 4.3473], [3.0556, -2.1365, -3.7719], [1.7104, 0.2870, 3.9578], [-6.4270, 3.5874, -0.5053], [2.7202, 2.8641, -1.1575], [-0.5006, 2.2237, 1.6080], [-0.6010, -3.9561, -5.0060], [1.2606, 0.3428, -3.5873], [-6.3240, 2.1131, 2.9877], [-1.6592, 3.0556, -0.2958], [0.4251, 3.1304, 0.4000], [-2.4372, -0.1424, -2.8122], [-1.5814, -5.2546, -2.1739], [2.2896, 1.5945, -2.3523], [-2.5220, -1.0625, 2.0040], [0.6126, -0.9827, 3.3283], [0.8167, -0.0045, -5.2589], [-0.0090, -4.6837, 0.9184], [-7.0020, -1.0323, 0.2725], [3.7019, -0.0010, -2.0550], [-0.4439, -6.3136, -1.2908], [2.3167, -5.1961, -0.3957], [-2.6729, -2.0085, -0.3258], [2.3869, -3.7575, -4.0273], [3.2091, -1.6259, -1.6526], [4.6337, -0.9394, -0.8364], [-1.2233, -3.3702, 0.6357], [-7.9860, 2.8790, -0.0128], [-1.6483, 2.0153, -2.4450], [0.4386, -3.0701, 1.3001], [-8.0135, 0.2525, 1.0687], [-3.3485, 2.8335, 1.3639], [-7.9957, 1.1161, -2.0015], [-7.9856, -1.2887, 3.1279], [-4.2840, -1.8205, 0.3972], [-6.5606, -1.7053, 4.1568], [0.1302, 0.6990, 3.2528]], "charge": 1, "spin_multiplicity": 4, "s2": 3.754, "total_energy_ha": -3455.52967, "fmax_ha_per_bohr": 0.0631, "de_lowest_ev": 0.0000}


4.
{"formula": "C30H60O30", "method": "wB97M-V/def2-TZVPD", "species": ["O", "O", "O", "O", "O", "O", "O", "O", "O", "O", "O", "O", "O", "O", "O", "O", "O", "O", "O", "O", "O", "O", "O", "O", "O", "O", "O", "O", "O", "O", "C", "C", "C", "C", "C", "C", "C", "C", "C", "C", "C", "C", "C", "C", "C", "C", "C", "C", "C", "C", "C", "C", "C", "C", "C", "C", "C", "C", "C", "C", "H", "H", "H", "H", "H", "H", "H", "H", "H", "H", "H", "H", "H", "H", "H", "H", "H", "H", "H", "H", "H", "H", "H", "H", "H", "H", "H", "H", "H", "H", "H", "H", "H", "H", "H", "H", "H", "H", "H", "H", "H", "H", "H", "H", "H", "H", "H", "H", "H", "H", "H", "H", "H", "H", "H", "H", "H", "H", "H", "H"], "positions_angstrom": [[28.9512, 27.9833, 5.8021], [21.4711, 27.8716, 6.2205], [25.7319, 19.1384, 8.6554], [24.2326, 24.5196, 0.8709], [27.1206, 16.9583, 3.6303], [26.4499, 20.4274, 0.4902], [24.6279, 19.9157, 10.4437], [24.6363, 20.3508, 1.8189], [22.8640, 26.1338, 1.7286], [21.7193, 25.7467, 6.6598], [25.6608, 24.8997, 4.8793], [30.1661, 29.6737, 6.2726], [26.0934, 31.7713, 3.6399], [22.5143, 19.2047, 6.3979], [26.7727, 23.0976, 5.0869], [27.6922, 25.1270, 7.1370], [22.1731, 27.1715, 8.2941], [20.6213, 18.3129, 5.7600], [27.7298, 17.6576, 5.5044], [25.7389, 24.6895, 7.9608], [27.4670, 24.6545, 9.4144], [26.9087, 29.9399, 2.6526], [25.1129, 29.7379, 3.6870], [26.4722, 20.9016, 9.8663], [24.5349, 23.1333, 5.7308], [30.0367, 28.9619, 4.0735], [22.3155, 18.3624, 4.2735], [24.8344, 18.8446, 0.1980], [26.8792, 19.1603, 3.9812], [24.9305, 26.5741, 1.5796], [24.0171, 25.6605, 1.3089], [26.9905, 24.8585, 8.3031], [25.5618, 23.6524, 5.2873], [26.3127, 26.2288, 1.5324], [27.2238, 18.0594, 4.3417], [28.9848, 25.7209, 7.3163], [27.6272, 21.1390, 9.1261], [24.8116, 24.0209, 8.7517], [25.4161, 19.8944, 0.8109], [25.6361, 19.9045, 9.5990], [29.7979, 28.8837, 5.2505], [26.5310, 17.0710, 2.3605], [21.7213, 25.3584, 1.4370], [31.0596, 30.7316, 6.0036], [24.2623, 30.0152, 4.7952], [23.7772, 19.8181, 6.1569], [28.4199, 26.9274, 4.9760], [21.8533, 24.5326, 7.4461], [27.8389, 18.7406, 6.4352], [24.5159, 25.7045, 4.7993], [25.3263, 18.4464, -1.0884], [21.4497, 29.2494, 6.5691], [23.4781, 19.1483, 10.1782], [21.8971, 26.9686, 7.1375], [21.8203, 18.6178, 5.3737], [26.0484, 30.6095, 3.3729], [27.1622, 21.9554, 5.8441], [28.0542, 30.6725, 2.1079], [25.1245, 21.3604, 2.6930], [19.7163, 17.6329, 4.8979], [23.8784, 29.0452, 5.1107], [28.3423, 20.3457, 9.3490], [29.0307, 26.1891, 8.2989], [27.5538, 26.4456, 5.4243], [28.6273, 19.4606, 6.2142], [26.2244, 17.8679, -0.8745], [25.5042, 19.2656, -1.7838], [26.5440, 16.1275, 1.8170], [27.0167, 17.7779, 1.6848], [23.7196, 25.4322, 4.1098], [18.8876, 17.2950, 5.5189], [28.4821, 31.2411, 2.9313], [24.8399, 26.7263, 4.5996], [27.5540, 21.2610, 8.0452], [24.0712, 20.2752, 7.1006], [27.1536, 22.1402, 6.9178], [24.2076, 25.8009, 5.8422], [21.7284, 24.4181, 1.9884], [21.4726, 23.7448, 6.8007], [26.0207, 21.9097, 2.4049], [21.1773, 24.6817, 8.2878], [29.1723, 26.1594, 4.7925], [25.2941, 23.8275, 9.7117], [22.3729, 29.5944, 7.0354], [26.9133, 27.1263, 1.3976], [27.9438, 22.0766, 9.5821], [31.8928, 30.7630, 6.7055], [26.5967, 21.0829, 5.5182], [23.6259, 18.0701, 10.2069], [29.2088, 26.3815, 6.4819], [24.3497, 22.1272, 2.6590], [20.6339, 29.5693, 7.2178], [24.4912, 23.1026, 8.2609], [26.5166, 25.5457, 0.7073], [22.8894, 24.3901, 7.7464], [28.1984, 21.7621, 5.5679], [30.5666, 31.6920, 6.1610], [23.8474, 20.4990, 5.3112], [26.9053, 19.3009, 6.4800], [26.6893, 25.6990, 2.4084], [24.5765, 19.0845, 6.0329], [21.3324, 29.8231, 5.6507], [25.2513, 20.9334, 3.6856], [23.9498, 24.6302, 9.0244], [28.1337, 27.2815, 3.9852], [28.7926, 30.1383, 1.5138], [20.8270, 25.9001, 1.7414], [24.5337, 17.8308, -1.5104], [25.4995, 17.4247, 2.3861], [21.6277, 25.1521, 0.3711], [19.3848, 18.2362, 4.0558], [27.9450, 18.3954, 7.4619], [24.7605, 30.5707, 5.5874], [29.7156, 24.9119, 7.3601], [31.4310, 30.6942, 4.9802], [23.3546, 30.5083, 4.4445], [20.1806, 16.6821, 4.6336], [27.6994, 31.3961, 1.3713], [22.9934, 19.5107, 9.2717], [22.8234, 19.4275, 11.0038]], "smiles": "COC(=O)OC.COC(=O)OC.COC(=O)OC.COC(=O)OC.COC(=O)OC.COC(=O)OC.COC(=O)OC.COC(=O)OC.COC(=O)OC.COC(=O)OC", "total_energy_ha": -3436.23200, "fmax_ha_per_bohr": 0.0764, "de_lowest_ev": 3.2146}